Entry 1:
14
Properties=species:S:1:pos:R:3:forces:R:3 method="wB97M-V/def2-TZVPD" charge=0 smiles="C=C(C)[C@H]1CO1"
C -1.182868 -0.272147 0.850689 0.0 -0.4 0.2
H -0.231144 1.528045 -2.559028 -0.2 -0.2 -0.5
H -1.992699 0.130485 0.246300 0.3 0.2 0.3
H -1.547646 0.441561 -1.853161 -0.2 0.3 0.1
H -1.383589 -0.415182 1.899517 -0.3 -0.8 0.1
H 1.347567 -0.542047 2.075269 0.1 -0.1 -0.1
H 0.950050 -2.112860 1.369694 0.0 0.2 -0.1
C 1.182125 -1.068734 1.130676 -0.1 0.0 -0.1
C -0.635671 1.011869 -1.699360 0.0 -0.4 -0.8
C 0.357624 0.486880 -0.779509 -0.1 0.4 0.5
H 2.125659 -1.065749 0.575286 -0.2 0.1 0.0
H 1.418766 0.525381 -1.073715 -0.5 0.6 0.3
O -0.452933 1.761667 -0.543173 1.5 -0.3 -0.3
C 0.050653 -0.409055 0.364531 -0.3 0.2 0.3

---

Entry 2:
14
Properties=species:S:1:pos:R:3:forces:R:3 method="wB97M-V/def2-TZVPD" charge=0 smiles="CC(C)=C=CO"
H 1.846115 -1.348838 0.609512 -0.1 0.0 -0.1
H 1.843802 1.345440 0.758500 -0.1 0.0 -0.1
C -2.149505 0.054183 0.037658 0.3 0.1 -0.3
H 1.935862 -1.219902 -1.146497 -0.1 0.0 0.1
H 0.555269 2.205361 -0.113014 0.1 -0.2 0.0
C 1.241260 -1.233294 -0.298326 0.0 -0.1 0.0
C -0.858333 0.039476 -0.162541 0.0 0.0 0.1
H 1.903349 1.448412 -1.001731 -0.1 0.0 0.1
C 0.448713 0.048945 -0.224048 -0.2 0.0 0.0
H -2.881332 0.100102 -0.770223 0.2 0.0 0.1
O -2.662894 0.094102 1.325992 -0.1 -0.1 0.1
H -3.032284 -0.772145 1.525625 -0.1 0.0 0.1
H 0.585421 -2.103375 -0.393506 0.1 0.2 0.0
C 1.224558 1.341532 -0.147401 0.0 0.0 0.0

---

Entry 3:
14
Properties=species:S:1:pos:R:3:forces:R:3 method="wB97M-V/def2-TZVPD" charge=0 smiles="C=C=CC.C=O"
H 2.095260 0.772963 1.193149 0.0 -0.1 -0.1
H -0.705437 2.865598 -0.538196 -0.2 -0.2 0.0
H -2.328147 -1.872642 0.373473 0.0 -0.1 0.1
H -0.694536 -1.094393 -1.568980 -0.2 0.1 0.0
H 2.592046 0.745616 -0.620381 0.0 -0.1 0.1
H 0.772885 1.845209 -0.113823 -0.2 0.4 -0.1
C -1.323563 -1.471284 0.527542 -0.2 0.0 0.1
O 1.493680 -0.798636 0.075020 0.7 0.3 0.2
C 2.066055 0.252065 0.217683 0.2 -0.5 0.0
C -0.820514 0.703961 -0.581158 0.2 -0.1 0.0
H -0.627340 -2.312870 0.613593 -0.1 0.2 -0.1
H -1.303525 -0.916110 1.469438 0.0 0.0 -0.2
C -0.278235 1.878401 -0.415630 0.0 -0.1 0.0
C -0.938635 -0.597874 -0.631725 -0.2 0.2 -0.1

---

Calculated relative energy (zero: lowest compared OMol25 entry of this formula, charge and spin), 269.9, 193.1, 306.5 kJ/mol (same order as the records).
Calculated total energy, -7359.458, -7360.253, -7359.079 eV (same order as the records).